[1]
One molecule with the formula C5H8FN. Source: the OMol25 dataset; level of theory: ωB97M-V/def2-TZVPD.

Structure (XYZ):
```
15
Properties=species:S:1:pos:R:3:forces:R:3:nbo_charge:R:1
C 0.328 0.133 0.307 0.723 -0.100 0.135 -0.31
H -2.365 0.765 1.293 -0.231 0.065 0.107 0.35
H -0.694 1.908 -0.612 0.225 0.063 0.293 0.19
C -0.839 -0.649 0.967 0.094 0.494 -0.264 -0.22
F -0.403 -0.796 -1.764 -0.990 -0.033 -0.647 -0.33
N -1.761 0.459 0.548 0.399 -0.519 0.365 -0.61
C -0.597 1.350 0.330 -0.764 0.010 -0.944 -0.21
C 0.635 -0.456 -1.024 1.281 0.384 0.695 0.43
H 1.994 -1.327 -2.342 0.156 0.447 0.235 0.22
H -0.708 -0.736 2.055 -0.164 -0.288 -0.300 0.19
C 1.859 -0.733 -1.435 0.561 -0.806 0.192 -0.51
H -0.423 2.021 1.159 0.296 0.272 0.247 0.18
H 2.691 -0.592 -0.725 -0.465 0.092 -0.756 0.21
H 1.319 0.241 0.808 -0.973 -0.132 -0.028 0.22
H -1.036 -1.590 0.435 -0.149 0.050 0.671 0.20
```
Forces are in eV/Å.

Properties
Molar mass in g mol⁻¹: 101.12
Gap between HOMO and LUMO in eV: 10.137

=====

[2]
One molecule with the formula C3H5N3. Source: the OMol25 dataset; level of theory: ωB97M-V/def2-TZVPD.

Structure (XYZ):
```
11
Properties=species:S:1:pos:R:3:forces:R:3:nbo_charge:R:1
C 1.809 0.005 -0.014 4.364 -2.868 -1.214 -0.43
N 0.418 -0.215 0.003 -6.092 2.234 0.472 -0.04
H -2.285 1.587 0.207 0.400 -0.870 -0.552 0.23
H -2.559 -1.101 0.106 -1.773 -1.760 -0.279 0.21
H 2.297 -0.996 -0.458 -0.940 2.096 0.979 0.22
C -1.609 0.732 0.044 4.435 0.813 -1.575 -0.11
N -0.513 -1.240 0.109 1.598 0.640 -2.679 -0.22
H 2.273 0.064 1.068 -0.963 0.556 -2.280 0.23
C -1.699 -0.631 -0.211 1.750 0.279 3.792 -0.10
N -0.226 0.963 -0.008 -1.956 0.637 0.675 -0.25
H 2.094 0.832 -0.847 -0.824 -1.756 2.662 0.26
```
Forces are in eV/Å.

Properties
Molar mass in g mol⁻¹: 83.09
Gap between HOMO and LUMO in eV: 10.717

=====

[3]
C3H8NO3 as an isolated structure. Source: the OMol25 dataset; level of theory: ωB97M-V/def2-TZVPD.

Structure (XYZ):
```
15
Properties=species:S:1:pos:R:3:forces:R:3:nbo_charge:R:1
H 3.153 0.268 0.843 0.358 -0.023 -0.362 0.21
C -0.941 0.030 -0.973 -3.257 -0.296 -0.309 0.04
H 1.997 -0.942 1.366 0.058 -0.263 0.235 0.22
H 0.414 0.599 0.531 -2.878 -1.494 1.160 0.39
H -2.915 0.499 1.988 0.022 -0.092 -0.166 0.41
H -0.703 -0.184 -2.021 0.736 0.079 0.244 0.16
H -1.282 1.073 -0.876 1.148 0.194 0.041 0.18
N 0.105 -0.385 -0.045 -0.119 2.596 1.619 -0.49
H -2.647 -0.145 0.038 -0.083 0.023 0.637 0.51
H 2.870 -1.262 -0.124 0.403 0.030 -0.083 0.23
C 1.321 0.138 -0.338 3.842 -1.741 -2.649 0.53
O -3.297 0.622 1.112 0.107 0.119 -0.221 -1.27
O 1.598 0.842 -1.293 0.182 0.783 -0.466 -0.65
C 2.450 -0.481 0.496 -1.025 0.454 0.618 -0.68
O -2.122 -0.673 -0.706 0.507 -0.370 -0.299 -0.80
```
Forces are in eV/Å.

Properties
Molar mass in g mol⁻¹: 106.10
Gap between HOMO and LUMO in eV: 7.068
Charge: -1

=====

[4]
A 5-piece molecular cluster, C2H13O4S overall. Source: the OMol25 dataset; level of theory: ωB97M-V/def2-TZVPD.

Structure (XYZ):
```
20
Properties=species:S:1:pos:R:3:forces:R:3:nbo_charge:R:1
C 0.330 0.480 -1.225 0.434 -0.545 0.783 -0.51
H 1.972 3.510 0.404 -0.112 -0.074 -0.019 0.47
H 0.559 -1.658 1.033 -0.295 -0.168 0.079 0.47
H -0.266 1.807 -2.738 -0.483 0.006 -0.168 0.20
S -0.354 1.451 0.174 0.102 -0.030 -0.077 -0.74
H 2.150 2.054 0.161 -0.252 0.092 0.115 0.49
O -3.505 -0.292 -0.451 -0.397 -0.050 -0.154 -0.98
O 2.669 2.868 0.239 0.329 0.043 -0.039 -0.98
O -0.014 -1.347 1.748 0.758 0.041 -0.068 -0.98
H 0.101 0.202 -3.377 0.198 -0.090 -0.061 0.18
C -0.364 0.738 -2.546 0.635 -0.108 0.107 -0.62
H 0.308 -0.583 -0.941 -0.413 -0.002 -0.274 0.16
H -1.384 0.386 -2.485 -0.458 0.341 -0.010 0.21
H -3.083 0.575 -0.403 0.379 -0.077 0.125 0.49
H 1.409 0.649 -1.296 0.022 0.367 -0.294 0.17
H 0.308 -2.597 3.018 -0.110 -0.485 0.071 0.50
O 0.480 -3.478 3.432 0.101 0.478 -0.105 -0.98
H 1.440 -3.522 3.445 -0.001 -0.081 0.067 0.45
H 0.194 -0.387 1.713 -0.663 0.180 -0.142 0.51
H -2.952 -0.857 0.096 0.225 0.162 0.065 0.48
```
Forces are in eV/Å.

Properties
Molar mass in g mol⁻¹: 133.19
Gap between HOMO and LUMO in eV: 6.984
Charge: -1

=====

[5]
One molecule with the formula C7H8O4. Source: the OMol25 dataset; level of theory: ωB97M-V/def2-TZVPD.

Structure (XYZ):
```
19
Properties=species:S:1:pos:R:3:forces:R:3:nbo_charge:R:1
H -1.572 0.633 1.405 -0.078 0.499 0.493 0.19
H -1.360 2.062 -0.914 0.173 0.209 0.429 0.23
O 0.628 -1.233 1.584 -0.396 -0.713 1.101 -0.43
C -0.674 1.464 -0.313 -0.118 -1.008 -0.668 -0.09
H 0.933 2.572 -1.054 -0.064 -1.738 1.239 0.24
C 0.832 0.091 1.163 1.253 -1.246 -0.562 -0.05
C 1.664 0.761 0.120 -0.457 -1.297 2.463 0.52
O -2.463 -0.108 -0.211 -3.166 -1.697 -1.484 -0.71
H -0.593 -2.313 -0.892 -0.141 -0.133 0.784 0.19
C 0.008 -1.411 -0.732 0.869 -0.131 -2.930 -0.11
O 2.833 0.634 -0.026 1.597 0.545 -1.172 -0.49
H -2.977 -0.834 0.246 1.236 1.377 -0.499 0.49
O 1.370 -1.728 -1.089 1.826 -0.164 4.665 -0.72
C -1.338 0.286 0.397 0.539 0.424 3.197 0.05
C 0.656 1.651 -0.403 -0.787 3.676 -3.321 -0.32
H -0.288 -0.807 -1.641 -0.145 -0.062 1.314 0.20
H 1.941 -1.795 -0.137 -2.324 0.068 -3.884 0.48
H 0.631 0.790 1.917 -0.815 0.912 1.104 0.19
C -0.231 -0.715 0.580 0.999 0.479 -2.269 0.14
```
Forces are in eV/Å.

Properties
Molar mass in g mol⁻¹: 156.14
Gap between HOMO and LUMO in eV: 9.475

=====

[6]
One molecule with the formula C4H7NO. Source: the OMol25 dataset; level of theory: ωB97M-V/def2-TZVPD.

Structure (XYZ):
```
13
Properties=species:S:1:pos:R:3:forces:R:3:nbo_charge:R:1
O -1.394 -0.021 -0.605 -0.634 0.133 -0.690 -0.51
H 1.198 1.438 0.794 0.273 -0.355 0.153 0.21
H -0.811 2.018 -0.731 -0.434 -0.988 -0.022 0.19
H -1.277 -1.448 0.886 0.153 -0.131 -0.345 0.16
C 0.620 0.735 0.210 0.679 -0.633 -0.432 -0.12
C 0.645 -0.741 0.262 -0.630 0.488 -1.082 -0.12
H 1.207 -1.317 0.942 0.757 -0.489 0.633 0.21
N 1.251 -0.059 -0.905 0.332 0.398 0.771 -0.59
H 2.278 -0.026 -0.795 -0.726 -0.009 0.037 0.35
C -0.774 -1.175 -0.066 -0.085 0.861 1.268 -0.07
H -0.909 -1.935 -0.799 0.214 -0.781 -0.444 0.20
H -1.248 1.418 0.885 0.010 -0.116 -0.221 0.16
C -0.787 1.112 -0.078 0.091 1.623 0.375 -0.07
```
Forces are in eV/Å.

Properties
Molar mass in g mol⁻¹: 85.11
Gap between HOMO and LUMO in eV: 10.382

=====

[7]
C2H3FO3Rh as an isolated structure. Source: the OMol25 dataset; level of theory: ωB97M-V/def2-TZVPD.

Structure (XYZ):
```
10
Properties=species:S:1:pos:R:3:forces:R:3:nbo_charge:R:1
H -0.046 2.067 -1.520 1.367 1.298 -0.709 0.58
O 0.138 0.849 0.079 -4.626 1.609 -3.618 -0.17
H -0.955 -2.408 0.425 -0.164 -0.239 0.320 0.33
F -1.849 0.110 0.987 1.400 -0.129 -1.692 -0.16
C -1.059 -0.205 -0.055 -3.092 -2.735 5.772 0.37
C -0.328 -1.516 0.266 0.159 -0.747 -0.905 0.50
H -1.734 -0.400 -0.904 0.596 0.925 -1.096 0.35
O 0.878 -1.586 0.138 -0.360 -1.205 0.608 -0.48
Rh 1.961 0.090 0.087 4.808 0.009 0.293 1.73
O -0.544 1.421 -0.993 -0.088 1.214 1.026 -0.06
```
Forces are in eV/Å.

Properties
Molar mass in g mol⁻¹: 196.95
Gap between HOMO and LUMO (alpha / beta) in eV: 10.953 / 6.534
2S+1: 5
Charge: +3

=====

[8]
One molecule with the formula C22H27FN2O. Source: the OMol25 dataset; level of theory: ωB97M-V/def2-TZVPD.

Structure (XYZ):
```
53
Properties=species:S:1:pos:R:3:forces:R:3:nbo_charge:R:1
C 2.327 -0.662 1.453 0.053 0.034 0.007 0.67
C -0.366 -3.031 0.294 -0.025 0.045 -0.059 0.09
C 2.339 2.337 -0.705 -0.163 -0.288 -0.144 -0.40
C 1.513 -1.546 0.561 -0.051 -0.334 -0.030 -0.10
C -3.110 1.092 1.595 -0.013 -0.042 -0.121 -0.19
H 1.201 2.026 -2.505 -0.008 0.000 -0.088 0.21
C -1.575 -3.711 0.861 0.076 -0.050 0.065 -0.65
C -1.900 2.548 -0.090 0.026 -0.076 -0.126 -0.23
H -4.154 -0.201 2.939 -0.036 -0.016 0.084 0.22
N -0.536 2.252 -0.488 -0.039 0.162 0.082 -0.44
C 1.416 2.839 -1.811 -0.020 0.238 0.204 -0.40
H -2.056 -3.084 1.607 -0.071 -0.005 0.037 0.22
H 2.872 -1.441 -1.091 0.099 0.069 -0.067 0.21
H 0.035 -1.889 2.064 -0.034 0.010 0.137 0.22
H -0.244 1.046 1.177 0.066 0.028 0.014 0.22
F -2.324 0.407 -1.861 -0.099 0.010 0.100 -0.33
H 2.597 3.168 -0.047 0.071 0.029 0.056 0.20
C 0.285 1.828 0.625 0.163 -0.293 -0.097 -0.23
O 2.901 -1.122 2.425 -0.012 -0.249 0.150 -0.62
H 3.260 1.932 -1.128 0.083 0.010 0.045 0.21
C 1.686 -3.091 -2.894 -0.047 0.036 -0.010 -0.63
H 1.112 -2.511 -3.617 0.014 0.001 -0.101 0.22
H -1.277 -4.643 1.342 -0.056 -0.072 0.042 0.22
H -2.292 -3.950 0.079 -0.106 -0.025 -0.026 0.21
C 1.955 -1.874 -0.715 -0.086 -0.035 0.118 -0.22
C 0.077 -3.326 -0.987 0.059 0.085 0.086 -0.25
C -2.611 1.286 0.315 -0.007 0.066 -0.117 -0.12
H -3.549 -1.684 -1.032 0.005 -0.077 -0.112 0.23
H 4.032 1.933 1.472 -0.014 0.063 0.037 0.20
N 2.403 0.653 1.122 0.083 0.140 -0.027 -0.44
H -0.483 -4.024 -1.594 -0.082 -0.095 -0.077 0.20
H 1.529 -4.145 -3.110 0.025 -0.060 -0.068 0.22
H 0.490 2.665 1.319 -0.012 -0.027 0.024 0.16
C 0.360 -2.130 1.062 0.114 0.115 -0.059 -0.23
C -3.435 -0.919 -0.280 0.103 0.093 -0.152 -0.30
C 3.162 1.526 1.992 0.200 -0.069 0.195 -0.42
H 2.543 2.345 2.360 0.008 0.050 -0.017 0.19
H 1.315 0.463 -0.627 0.030 0.200 0.114 0.23
C -3.935 -1.081 1.001 -0.012 0.074 0.032 -0.20
H -2.410 2.976 -0.958 0.041 0.060 0.084 0.22
H 2.739 -2.857 -3.028 0.067 -0.010 -0.062 0.22
H 1.893 3.651 -2.363 0.007 -0.012 -0.048 0.21
C 0.099 3.330 -1.217 0.058 -0.055 -0.277 -0.21
C -3.769 -0.077 1.938 -0.073 -0.063 0.159 -0.23
H 3.503 0.927 2.835 -0.009 0.147 -0.069 0.25
H -1.946 3.283 0.735 -0.044 -0.042 -0.078 0.17
H -4.456 -1.989 1.262 -0.031 -0.092 0.016 0.22
H -2.987 1.875 2.330 0.040 0.098 0.054 0.21
C 1.598 1.251 0.075 -0.263 0.219 -0.097 -0.04
H -0.570 3.643 -2.022 -0.011 0.052 0.056 0.20
C 1.236 -2.760 -1.503 0.057 0.007 0.041 0.01
C -2.783 0.255 -0.603 -0.094 -0.055 0.122 0.47
H 0.288 4.205 -0.566 -0.028 0.004 -0.032 0.16
```
Forces are in eV/Å.

Properties
Molar mass in g mol⁻¹: 354.47
Gap between HOMO and LUMO in eV: 9.482